# 1
This record from the OMol25 dataset describes a structure of composition C38H42Cl3N4O2SbSe5Ti at a distorted geometry. The level of theory is wB97M-V/def2-TZVPD.

Element x y z (Å)
Ti  0.3542  0.4875  0.2507
Cl  3.3606  -3.4436  -4.9269
C  2.7969  -2.7200  -3.4445
C  1.5978  -2.0328  -3.4471
C  1.1743  -1.4662  -2.2609
Cl  -0.3046  -0.5755  -2.1620
C  1.8964  -1.5528  -1.0506
O  1.4773  -0.9954  0.0310
C  3.1110  -2.2802  -1.1116
Cl  4.0418  -2.4139  0.3306
C  3.5552  -2.8475  -2.2909
H  1.0061  -1.9446  -4.3471
H  4.4887  -3.3911  -2.3072
Se  1.3788  1.6809  4.8478
Sb  1.4972  0.0019  3.0695
Se  2.7343  1.2124  1.1912
Se  -1.0098  -0.6329  2.7009
Se  2.5900  -2.0398  3.8318
C  -4.2391  -3.4876  0.1408
C  -2.7528  -3.4461  0.2617
C  -1.8228  -4.4188  0.5557
C  -0.5686  -3.7645  0.5418
N  -0.7333  -2.4837  0.2598
N  -2.0481  -2.3118  0.0866
C  0.7764  -4.3561  0.7998
H  -4.5796  -4.5167  0.0331
H  -4.5668  -2.9166  -0.7305
H  -4.7140  -3.0607  1.0284
H  -2.0092  -5.4605  0.7627
H  -2.3803  -1.3762  -0.1173
H  0.6690  -5.3324  1.2726
H  1.3608  -3.7148  1.4637
H  1.3276  -4.4750  -0.1371
C  0.4013  6.1836  1.1790
C  0.4819  5.0082  1.9461
C  0.5219  3.7882  1.3292
C  0.5272  3.6488  -0.0831
C  0.6204  2.3588  -0.7330
C  0.9079  2.3987  -2.0856
C  0.9461  3.5905  -2.8392
C  0.6918  4.7924  -2.2478
C  0.5234  4.8582  -0.8453
C  0.4145  6.1057  -0.1847
H  0.3593  7.1484  1.6731
H  0.5206  5.0521  3.0274
H  0.5923  2.9108  1.9530
H  1.1295  1.4876  -2.6311
H  1.1536  3.5370  -3.9035
H  0.6612  5.7115  -2.8254
H  0.3878  7.0087  -0.7881
C  -4.6747  -0.6377  3.1284
C  -5.6273  0.5166  2.8320
C  -6.4445  0.3054  1.5543
C  -5.6206  0.2429  0.2776
N  -4.9055  1.4534  -0.1062
C  -3.9648  1.3830  -1.0995
Se  -3.6884  -0.0535  -2.1720
N  -3.4192  2.6124  -1.2538
C  -2.3458  2.9551  -2.1620
C  -2.7680  3.8711  -3.3114
C  -3.7021  3.2359  -4.3463
C  -5.1641  3.1731  -3.9063
C  -4.0155  3.4870  -0.3718
C  -3.8096  4.8424  -0.1713
C  -4.6411  5.4907  0.7272
C  -5.6438  4.7970  1.3971
C  -5.8276  3.4328  1.2235
C  -4.9887  2.7668  0.3385
H  -4.1590  -0.4801  4.0750
H  -3.9033  -0.7274  2.3626
H  -5.2151  -1.5855  3.1867
H  -5.0558  1.4443  2.7638
H  -6.3258  0.6294  3.6673
H  -7.2165  1.0724  1.4615
H  -6.9604  -0.6565  1.6255
H  -6.2667  -0.0431  -0.5580
H  -4.8711  -0.5426  0.3757
H  -1.9360  2.0263  -2.5519
H  -1.5681  3.4521  -1.5816
H  -1.8422  4.1730  -3.8051
H  -3.2372  4.7765  -2.9135
H  -3.3519  2.2268  -4.5759
H  -3.6430  3.8252  -5.2669
H  -5.3053  2.4445  -3.1095
H  -5.7988  2.8659  -4.7394
H  -5.5048  4.1474  -3.5471
H  -3.0249  5.3732  -0.6926
H  -4.5167  6.5515  0.8989
H  -6.3004  5.3296  2.0727
H  -6.6078  2.9299  1.7710
C  -1.9045  2.0714  2.1808
C  -1.1147  0.9716  1.5084
O  -1.4835  0.6397  0.2497
H  -1.8489  2.9966  1.5989
H  -1.5204  2.2522  3.1847
H  -2.9596  1.7795  2.2499

Calculated values
LUMO level (eV): 3.66
Charge: -2
Max |F| (eV/A): 2.11
E_tot (Eh): -16320.40538
HOMO-LUMO gap (eV): 5.208

***

# 2
This record from the OMol25 dataset describes a structure of composition C38H42IN2O2P2PtSi2. The level of theory is wB97M-V/def2-TZVPD.

Element x y z (Å)
Pt  0.0103  0.8896  -1.3317
C  -5.4065  -0.2688  -1.9923
Si  -3.5809  0.1240  -1.8399
C  -3.4724  1.8246  -1.0572
C  -2.8713  0.2313  -3.5566
N  -2.8639  -1.1208  -0.9392
P  -1.8912  -1.1552  0.2632
C  -0.3428  -0.3354  0.1554
P  1.3579  -0.7031  0.3305
N  1.8917  -0.8206  -1.1348
Si  3.3676  -1.0207  -1.9755
C  2.9418  -1.1011  -3.7850
C  4.6237  0.3301  -1.7144
C  4.1900  -2.6396  -1.5132
C  1.7404  -2.1665  1.3539
C  1.7286  -3.4154  0.7311
C  2.0183  -4.5668  1.4455
C  2.3183  -4.4868  2.7991
C  2.3227  -3.2534  3.4329
C  2.0374  -2.0993  2.7123
C  2.1294  0.6431  1.2902
C  1.4684  1.8139  1.6430
C  2.1461  2.8407  2.2878
C  3.4957  2.7101  2.5807
C  4.1702  1.5485  2.2259
C  3.4887  0.5258  1.5845
C  -1.6343  -2.9072  0.6879
C  -1.5729  -3.8261  -0.3600
C  -1.4594  -5.1814  -0.0956
C  -1.4089  -5.6347  1.2189
C  -1.4612  -4.7267  2.2648
C  -1.5738  -3.3665  1.9986
C  -2.6477  -0.4746  1.7850
C  -4.0029  -0.7229  2.0160
C  -4.6443  -0.1576  3.1068
C  -3.9417  0.6703  3.9766
C  -2.5962  0.9203  3.7582
C  -1.9531  0.3465  2.6645
H  -5.9147  0.3926  -2.7022
H  -5.8854  -0.1495  -1.0147
H  -5.5572  -1.3025  -2.3165
H  -4.1528  2.5185  -1.5634
H  -2.4650  2.2426  -1.1245
H  -3.7383  1.7973  0.0056
H  -3.4087  0.9489  -4.1853
H  -2.8925  -0.7453  -4.0488
H  -1.8271  0.5536  -3.4953
H  2.3089  -0.2506  -4.0547
H  2.3913  -2.0188  -4.0133
H  3.8412  -1.0736  -4.4086
H  4.1338  1.2449  -1.3770
H  5.1385  0.5480  -2.6550
H  5.3802  0.0409  -0.9771
H  3.5045  -3.4852  -1.6149
H  4.5559  -2.6355  -0.4811
H  5.0482  -2.8148  -2.1710
H  1.5118  -3.4739  -0.3288
H  2.0022  -5.5264  0.9459
H  2.5508  -5.3854  3.3583
H  2.5558  -3.1848  4.4883
H  2.0446  -1.1404  3.2164
H  0.4296  1.9423  1.3712
H  1.6197  3.7536  2.5367
H  4.0251  3.5163  3.0731
H  5.2276  1.4447  2.4346
H  4.0279  -0.3732  1.3005
H  -1.6495  -3.4636  -1.3779
H  -1.4184  -5.8883  -0.9156
H  -1.3288  -6.6958  1.4240
H  -1.4178  -5.0742  3.2895
H  -1.6202  -2.6612  2.8205
H  -4.5505  -1.3453  1.3173
H  -5.6969  -0.3514  3.2744
H  -4.4477  1.1228  4.8208
H  -2.0455  1.5666  4.4308
H  -0.9032  0.5370  2.4910
I  -1.6585  8.9261  -1.7733
C  -0.7539  7.0525  -1.9282
C  -1.4714  5.9936  -2.4634
C  -0.8572  4.7513  -2.5672
C  0.4492  4.5666  -2.1341
C  1.1465  5.6390  -1.5931
C  0.5547  6.8907  -1.4913
C  1.1090  3.2022  -2.2134
O  2.1819  3.0440  -1.6513
O  0.4218  2.3069  -2.8764
H  -2.4917  6.1312  -2.7943
H  -1.3873  3.9050  -2.9842
H  2.1576  5.4667  -1.2473
H  1.1002  7.7258  -1.0734

Calculated values
2S+1: 3
LUMO level (spin up / spin down) (eV): 2.10 / 2.09
Charge: -1
Expectation value of S²: 2.0088
Max |F| (eV/A): 0.90
E_tot (Eh): -3412.11519
HOMO-LUMO gap (spin up / spin down) (eV): 6.699 / 7.620

***

# 3
This record from the OMol25 dataset describes a cluster of 2 separate species, C38H42N2O8S2 in total at a distorted geometry. The level of theory is wB97M-V/def2-TZVPD.

Element x y z (Å)
C  5.7509  -4.6639  -0.6016
O  6.2843  -3.3616  -0.3071
C  5.4482  -2.2937  -0.3224
C  4.1064  -2.3061  -0.7140
C  3.2229  -1.4168  -0.0987
C  1.7368  -1.6675  -0.1555
C  1.2120  -2.1267  1.2067
C  1.7081  -3.5333  1.5709
O  2.8712  -3.9106  1.7156
N  0.6004  -4.3140  1.7539
C  0.7235  -5.7342  2.0151
C  -0.6820  -3.6816  1.4452
C  -1.2464  -4.2378  0.1234
C  -1.6257  -3.9310  2.6388
N  -0.2455  -2.2768  1.2720
C  -1.0683  -1.2379  1.0334
C  -2.4500  -1.3832  0.9514
C  -3.3324  -0.3345  0.7525
C  -4.7461  -0.5117  0.5423
C  -5.5318  0.6331  0.2860
C  -6.9067  0.5758  0.1435
C  -7.5696  -0.6513  0.2741
C  -6.8200  -1.8199  0.4813
C  -5.4263  -1.7695  0.5710
C  3.7075  -0.3343  0.6288
C  5.0746  -0.2020  0.8832
O  5.6433  0.6770  1.7530
C  4.9185  1.8577  2.1628
C  5.9681  -1.1302  0.2916
O  7.3034  -1.0327  0.5562
C  7.7759  -1.5545  1.8241
H  6.5818  -5.3383  -0.4181
H  4.9041  -4.9050  0.0576
H  5.4546  -4.7305  -1.6573
H  3.7257  -3.1050  -1.3512
H  1.1893  -0.7589  -0.4557
H  1.5093  -2.4709  -0.8768
H  1.5487  -1.4213  1.9885
H  1.7754  -5.9733  2.1777
H  0.1519  -6.0133  2.9075
H  0.3597  -6.3152  1.1586
H  -0.4648  -4.1940  -0.6504
H  -1.5663  -5.2777  0.2662
H  -2.1020  -3.6514  -0.2190
H  -1.0523  -3.8419  3.5716
H  -2.4609  -3.2332  2.6754
H  -2.0318  -4.9487  2.5767
H  -0.5879  -0.2663  0.8609
H  -2.8526  -2.3932  1.0094
H  -2.9060  0.6621  0.7572
H  -5.0014  1.5753  0.1957
H  -7.4688  1.4876  -0.0648
H  -8.6566  -0.6819  0.2108
H  -7.3510  -2.7691  0.5681
H  -4.8539  -2.6954  0.6703
H  2.9870  0.3574  1.0836
H  5.6643  2.4544  2.6920
H  4.5440  2.4234  1.2948
H  4.0892  1.5934  2.8352
H  8.8513  -1.3949  1.7968
H  7.3301  -0.9996  2.6544
H  7.5425  -2.6213  1.8954
C  -5.9722  4.1068  -3.2541
C  -5.9076  3.7323  -1.9131
C  -4.6702  3.4410  -1.3334
C  -3.5418  3.3237  -2.1382
S  -1.9660  2.8288  -1.4386
C  -1.7998  3.6433  0.0290
S  -0.5794  4.8153  0.3910
C  0.6250  4.9129  -0.9495
C  1.4788  3.8258  -1.1632
C  2.5328  3.9332  -2.0698
C  2.7260  5.1267  -2.7754
C  1.8406  6.1961  -2.5982
C  0.7825  6.0906  -1.6844
O  -1.2026  6.1224  0.4491
O  0.2154  4.3387  1.5002
O  -2.0173  1.3841  -1.2799
O  -1.0244  3.3835  -2.4073
C  -3.6047  3.6242  -3.4972
C  -4.8119  4.0804  -4.0345
H  -6.9351  4.4271  -3.6860
H  -6.8078  3.6904  -1.2995
H  -4.5718  3.3273  -0.2624
H  -2.6197  3.6041  0.7411
H  1.3249  2.8894  -0.6264
H  3.1949  3.0723  -2.2147
H  3.5528  5.2034  -3.4820
H  1.9629  7.1196  -3.1691
H  0.0814  6.9122  -1.5409
H  -2.7074  3.5464  -4.1089
H  -4.8361  4.4184  -5.0717

Calculated values
LUMO level (eV): -2.41
Max |F| (eV/A): 2.39
E_tot (Eh): -2980.82628
HOMO-LUMO gap (eV): 4.317